The following is a DFT calculation (ωB97M-V/def2-TZVPD) of 2 unconnected molecules or ions with the total composition C4H14N2OS at a distorted geometry.

Last column: natural (NBO) charge in e.
Positions of all 22 atoms, in Å:
C -1.73 -0.62 1.93  -0.633
C -0.96 -0.40 0.61  -0.045
C -1.01 -1.69 -0.24  -0.512
S -2.70 -2.28 -0.54  -0.062
N 0.42 -0.03 0.71  -0.665
C 0.83 1.33 1.01  -0.054
N 1.91 1.82 0.16  -0.836
H -1.60 0.23 2.60  0.212
H -2.78 -0.83 1.77  0.219
H -1.28 -1.47 2.46  0.199
H -1.51 0.39 0.08  0.189
H -0.37 -1.66 -1.11  0.233
H -0.64 -2.49 0.41  0.195
H -2.36 -3.22 -1.45  0.132
H 0.96 -0.79 1.10  0.367
H 0.08 2.11 1.02  0.196
H 1.28 1.32 2.01  0.167
H 2.64 1.16 -0.01  0.357
H 1.60 2.09 -0.77  0.342
H 1.82 1.87 -3.46  0.464
H 3.06 1.84 -4.33  0.470
O 2.37 1.29 -3.95  -0.934

As for the electronic energy: -743.70950 Eh. As for the HOMO energy: -8.67 eV. The value obtained for the LUMO energy is 0.73 eV. As for the total charge: 0. The molar mass is 138.24 g mol⁻¹.

=====

The following is a DFT calculation (ωB97M-V/def2-TZVPD) of 2 unconnected molecules or ions with the total composition C4H14N2S at a distorted geometry.

Last column: natural (NBO) charge in e.
Positions of all 21 atoms, in Å:
C 1.93 -1.36 0.47  -0.236
N 2.57 -0.49 -0.51  -0.804
C 1.09 -2.41 -0.23  -0.248
N -0.20 -2.08 -0.84  -0.772
H 1.33 -0.72 1.14  0.149
H 2.70 -1.88 1.08  0.229
H 1.85 0.03 -0.98  0.327
H 3.21 0.17 -0.06  0.376
H 0.87 -3.14 0.53  0.213
H 1.68 -2.86 -1.02  0.229
H -0.17 -1.41 -1.60  0.374
H -0.91 -1.91 -0.14  0.363
H -0.54 -0.31 -0.28  0.196
C -2.00 2.60 1.40  -0.693
C -2.10 1.18 0.94  -0.189
S -0.60 1.24 -0.70  0.269
H -2.21 3.22 0.57  0.239
H -1.03 2.85 1.85  0.247
H -2.74 2.88 2.17  0.276
H -2.90 0.83 0.32  0.234
H -1.62 0.41 1.56  0.222

As for the expectation value of S²: 0.76. Its spin multiplicity is 2. As for the electronic energy: -668.08744 Eh. As for the HOMO energy (alpha / beta): -13.01 / -12.86 eV. The value obtained for the LUMO energy (alpha / beta) is -5.10 / -8.21 eV. As for the total charge: +1. The molar mass is 122.24 g mol⁻¹.

=====

The following is a DFT calculation (ωB97M-V/def2-TZVPD) of 2 unconnected molecules or ions with the total composition C4H14N3 at a distorted geometry.

Last column: natural (NBO) charge in e.
Positions of all 21 atoms, in Å:
N -1.37 0.11 0.94  -0.847
C -0.37 0.59 1.89  -0.072
N -0.75 0.92 3.26  -0.827
H -1.73 -0.81 1.19  0.366
H -2.16 0.74 0.91  0.365
H 0.43 -0.16 1.94  0.184
H 0.10 1.48 1.48  0.192
H -1.51 1.59 3.26  0.349
H -1.09 0.10 3.75  0.349
C 0.68 -2.05 -1.61  -0.615
C 1.27 -0.65 -1.44  -0.209
C 0.36 1.58 -1.82  -0.349
N 0.27 0.36 -1.20  -0.624
H 0.48 -2.51 -0.65  0.197
H -0.21 -2.02 -2.24  0.214
H 1.40 -2.67 -2.14  0.209
H 2.01 -0.64 -0.62  0.167
H 1.83 -0.36 -2.34  0.193
H -0.45 2.29 -1.71  0.168
H 1.25 1.86 -2.36  0.165
H -0.45 0.24 -0.47  0.423

As for the expectation value of S²: 0.75. Its spin multiplicity is 2. As for the electronic energy: -324.98731 Eh. As for the HOMO energy (alpha / beta): -5.20 / -9.26 eV. The value obtained for the LUMO energy (alpha / beta) is 0.80 / 0.78 eV. As for the total charge: 0. The molar mass is 104.18 g mol⁻¹.

=====

The following is a DFT calculation (ωB97M-V/def2-TZVPD) of 2 unconnected molecules or ions with the total composition C4H14N3 at a distorted geometry.

Last column: natural (NBO) charge in e.
Positions of all 21 atoms, in Å:
C 1.01 -1.12 1.72  -0.452
C -1.02 -0.47 0.33  0.703
N 0.05 -1.26 0.58  -0.566
N -1.22 0.77 1.05  -0.826
N -2.12 -0.90 -0.33  -0.744
H 0.21 -2.19 0.15  0.441
H -0.80 1.07 1.88  0.424
H -1.78 1.60 0.71  0.439
H -2.05 -1.64 -1.04  0.424
H -2.97 -0.42 -0.37  0.430
H 0.42 -1.17 2.71  0.229
H 1.53 -0.13 1.60  0.232
H 1.91 -1.77 1.69  0.263
C 1.20 1.02 -2.23  -0.620
C 1.75 1.62 -0.95  -0.600
H 2.05 1.00 -2.94  0.228
H 0.73 0.04 -2.14  0.185
H 0.50 1.73 -2.66  0.213
H 2.77 1.59 -0.92  0.215
H 1.55 2.66 -0.89  0.215
H 1.33 1.10 -0.07  0.166

As for the electronic energy: -324.80718 Eh. As for the HOMO energy: -14.74 eV. The value obtained for the LUMO energy is -3.35 eV. As for the total charge: +1. The molar mass is 104.18 g mol⁻¹.